Formula: C24H49BF3N5O7
Source: OMol25
Level of theory: ωB97M-V/def2-TZVPD

The value obtained for the total energy is -2068.74854 Ha. Its SMILES is CCCCN[C@@H]1C[N@@+](CNC)(C(=O)[O-])[C@@](CN)(CCO)[C@@]1(COC(F)(F)F)B(O)N(C)C.CC(C)=O.CC(C)=O. Its maximum force is 4.63 eV Å⁻¹. As for the net charge: 0.

Each line ends with the Löwdin charge.
Geometry (Å):
C -3.550 1.275 1.365  -0.111
C -3.135 0.123 2.312  -0.230
C -1.841 -0.646 1.885  -0.191
C -1.153 -0.075 0.639  -0.218
N 0.110 -0.810 0.350  0.007
C 0.822 -0.116 -0.709  -0.251
C 0.776 -0.977 -1.986  -0.072
N 1.835 -0.441 -2.932  0.005
C 2.348 -1.763 -3.494  -0.160
N 3.118 -1.642 -4.718  -0.081
C 2.829 -2.748 -5.668  -0.091
C 0.914 0.371 -3.896  -0.669
O 0.040 1.080 -3.363  0.018
O 1.126 0.313 -5.099  0.063
C 2.821 0.371 -2.106  -0.234
C 4.311 -0.073 -2.325  -0.188
N 5.264 0.719 -1.560  0.063
C 2.815 1.871 -2.434  -0.085
C 3.394 2.207 -3.842  -0.229
O 2.643 3.218 -4.504  -0.051
C 2.393 0.075 -0.615  -0.138
C 2.960 -1.153 0.104  -0.059
O 4.338 -0.935 0.586  0.030
C 4.990 -2.080 0.809  -0.721
F 4.259 -3.015 1.434  0.170
F 6.065 -1.824 1.558  0.175
F 5.446 -2.641 -0.341  0.140
B 2.549 1.239 0.497  -0.511
O 3.730 1.974 0.624  0.129
N 1.474 1.576 1.461  -0.119
C 1.866 0.951 2.731  -0.066
C 1.320 3.034 1.584  -0.070
H -2.739 2.015 1.341  0.063
H -3.654 0.894 0.344  0.068
H -4.458 1.803 1.695  0.051
H -2.965 0.571 3.299  0.101
H -3.988 -0.558 2.398  0.089
H -2.071 -1.707 1.775  0.076
H -1.127 -0.582 2.718  0.102
H -0.936 0.980 0.790  0.099
H -1.825 -0.235 -0.220  0.123
H -0.211 -1.720 0.033  0.113
H 0.468 0.896 -0.918  0.142
H 1.078 -1.970 -1.608  0.123
H -0.191 -1.211 -2.433  0.153
H 1.441 -2.323 -3.736  0.132
H 2.900 -2.331 -2.739  0.129
H 4.080 -1.819 -4.445  0.091
H 3.204 -2.417 -6.641  0.082
H 1.761 -2.955 -5.739  0.082
H 3.407 -3.638 -5.376  0.079
H 4.464 -1.119 -2.027  0.099
H 4.566 -0.078 -3.392  0.111
H 5.807 1.309 -2.174  0.084
H 5.886 0.120 -1.038  0.074
H 1.819 2.313 -2.301  0.127
H 3.458 2.420 -1.739  0.115
H 4.460 2.449 -3.814  0.118
H 3.295 1.310 -4.480  0.102
H 1.723 3.020 -4.287  0.077
H 2.382 -1.446 0.983  0.129
H 3.013 -2.050 -0.532  0.127
H 4.396 1.488 1.121  0.103
H 2.964 0.921 2.885  0.088
H 1.433 1.437 3.610  0.095
H 1.553 -0.103 2.695  0.079
H 2.081 3.457 2.255  0.088
H 0.347 3.211 2.071  0.087
H 1.267 3.543 0.617  0.093
C -6.956 4.748 1.675  -0.023
C -7.384 3.382 2.153  -0.505
O -6.618 2.648 2.733  0.061
C -8.809 2.971 1.875  -0.025
H -5.913 4.911 1.940  0.082
H -7.058 4.813 0.591  0.086
H -7.565 5.517 2.151  0.084
H -8.991 2.960 0.799  0.085
H -9.499 3.664 2.360  0.084
H -8.980 1.972 2.270  0.080
C -3.001 -4.426 5.211  -0.021
C -3.537 -3.812 3.941  -0.484
O -2.988 -2.872 3.415  0.064
C -4.789 -4.419 3.356  -0.019
H -2.104 -3.893 5.518  0.082
H -3.745 -4.350 6.005  0.085
H -2.748 -5.474 5.040  0.085
H -5.610 -4.343 4.071  0.086
H -4.613 -5.467 3.106  0.085
H -5.061 -3.882 2.450  0.082



Formula: C24H49Br15Cl14O8P2
Source: OMol25
Level of theory: ωB97M-V/def2-TZVPD

Its maximum force is 3.87 eV Å⁻¹. As for the relative energy (zero: lowest compared OMol25 entry of this formula, charge and spin): 66.6 kJ/mol. As for the net charge: 0.

Each line ends with the Löwdin charge.
Geometry (Å):
C -1.061 -4.294 5.788  -0.071
C -0.510 -3.409 4.750  -0.296
O 0.193 -2.324 5.459  -0.170
P 0.484 -1.025 4.598  0.338
O -0.684 -0.617 3.768  -0.287
O 1.785 -1.345 3.823  -0.238
C 2.502 -0.363 3.031  -0.235
C 3.900 -0.393 3.714  -0.060
O 1.040 0.012 5.655  -0.162
C 0.022 0.784 6.393  -0.242
C 0.081 2.252 6.163  -0.064
H -1.819 -3.798 6.287  0.062
H -1.549 -5.145 5.247  0.050
H -0.346 -4.749 6.454  0.087
H 0.239 -3.879 4.109  0.044
H -1.230 -2.853 4.083  0.065
H 2.520 -0.776 2.027  0.094
H 1.934 0.613 3.144  0.132
H 3.757 0.030 4.749  0.095
H 4.100 -1.478 3.740  0.083
H 4.612 0.185 3.191  0.010
H -0.891 0.342 6.118  0.088
H 0.151 0.614 7.456  0.120
H -0.365 2.857 6.919  0.075
H 1.091 2.567 6.192  0.064
H -0.249 2.415 5.120  0.090
C 4.285 6.856 -4.639  -0.068
C 4.501 6.765 -3.116  -0.228
O 3.216 6.473 -2.469  -0.173
P 2.868 4.940 -2.246  0.371
O 4.024 4.096 -1.896  -0.247
O 1.753 4.909 -1.170  -0.166
C 1.940 5.001 0.256  -0.251
C 0.603 5.168 0.927  -0.073
O 2.107 4.457 -3.559  -0.178
C 2.361 3.131 -4.030  -0.258
C 1.265 2.199 -3.475  -0.079
H 3.687 7.635 -4.986  0.049
H 5.377 6.948 -5.007  0.111
H 3.881 5.990 -5.123  0.055
H 5.282 6.037 -2.817  0.112
H 4.850 7.756 -2.754  0.122
H 2.448 4.101 0.602  0.099
H 2.564 5.853 0.502  0.120
H -0.162 4.417 0.567  0.065
H 0.661 4.950 2.023  0.093
H 0.287 6.171 0.667  0.075
H 2.374 3.153 -5.134  0.121
H 3.386 2.832 -3.688  0.109
H 0.276 2.712 -3.562  0.074
H 1.163 1.242 -4.020  0.059
H 1.461 1.933 -2.399  0.048
C -7.265 1.157 -2.551  -1.058
Cl -6.519 -0.078 -1.568  0.526
Cl -6.918 1.167 -4.275  0.524
H -8.322 0.993 -2.350  0.026
H -7.051 2.102 -2.152  -0.021
C -5.317 -1.753 2.301  -1.025
Cl -6.246 -2.568 3.479  0.555
Cl -3.690 -1.155 2.966  0.464
H -5.090 -2.475 1.512  -0.046
H -5.923 -0.908 1.965  0.028
C 2.787 -6.228 3.079  -0.988
Cl 2.385 -4.568 2.795  0.588
Cl 1.371 -7.100 3.724  0.531
H 3.113 -6.701 2.125  0.048
H 3.609 -6.208 3.743  0.011
C -1.682 1.419 1.051  -1.025
Cl -3.369 1.963 0.701  0.470
Cl -0.701 1.492 -0.348  0.570
H -1.355 2.085 1.826  0.016
H -1.698 0.435 1.485  -0.030
C -2.782 -0.534 -4.464  -1.025
Cl -2.511 -2.234 -4.158  0.537
Cl -2.580 0.546 -3.109  0.553
H -2.150 -0.143 -5.257  0.022
H -3.835 -0.457 -4.746  0.020
C -1.057 -2.331 -0.739  -1.012
Cl 0.012 -2.282 0.686  0.533
Cl -2.772 -2.269 -0.281  0.527
H -0.889 -1.384 -1.260  -0.021
H -0.871 -3.181 -1.430  -0.018
C 4.752 1.312 -0.871  -1.085
Cl 3.741 0.071 -1.481  0.572
Cl 4.494 1.661 0.797  0.608
H 5.768 1.106 -1.043  0.022
H 4.632 2.214 -1.368  -0.049
C -3.468 3.961 -3.278  -1.653
Br -2.959 3.889 -5.132  0.552
Br -5.267 4.675 -3.181  0.544
Br -2.309 5.081 -2.220  0.563
H -3.448 2.913 -2.804  -0.056
C -5.322 -4.539 -1.715  -1.629
Br -4.563 -6.285 -1.712  0.577
Br -6.734 -4.323 -0.451  0.593
Br -5.919 -4.118 -3.570  0.497
H -4.607 -3.728 -1.430  -0.081
C 1.323 -5.083 -2.012  -1.675
Br -0.133 -5.667 -3.045  0.600
Br 1.941 -3.277 -2.483  0.538
Br 2.752 -6.338 -2.139  0.594
H 0.957 -5.034 -0.954  -0.066
C 2.792 -1.831 -6.687  -1.693
Br 3.018 -3.243 -7.939  0.609
Br 4.080 -1.741 -5.328  0.612
Br 0.928 -1.476 -6.184  0.540
H 2.914 -0.975 -7.346  -0.054
C -1.519 -5.982 2.282  -1.646
Br -2.899 -4.598 2.647  0.587
Br -1.243 -6.243 0.415  0.614
Br -1.972 -7.500 3.245  0.632
H -0.577 -5.650 2.805  -0.079



Formula: C24H49N3O5S2
Source: OMol25
Level of theory: ωB97M-V/def2-TZVPD

The value obtained for the total energy is -2280.48975 Ha. Its SMILES is N#CC[C@@H](C#N)CCCSC(=S)N1CCOCC1.CC(C)O.CC(C)O.CC(C)O.CC(C)O. Its maximum force is 4.89 eV Å⁻¹. As for the net charge: 0.

Each line ends with the Löwdin charge.
Geometry (Å):
N -1.098 -0.992 -1.864  0.209
C -0.111 -0.532 -2.105  -0.240
C 1.178 0.078 -2.337  -0.121
C 1.313 0.480 -3.798  -0.290
C 0.864 -0.645 -4.585  -0.195
N 0.627 -1.584 -5.132  0.228
C 0.616 1.783 -4.179  -0.149
C 0.752 2.893 -3.132  -0.273
C 0.217 4.204 -3.634  -0.445
S 0.331 5.565 -2.416  0.903
C -0.689 5.219 -1.027  -1.165
S -1.525 6.454 -0.409  0.723
N -0.697 3.968 -0.463  -0.217
C -1.931 3.588 0.194  -0.182
C -1.769 2.126 0.543  -0.171
O -0.806 2.035 1.570  -0.114
C 0.457 2.445 1.141  -0.189
C 0.478 3.764 0.389  -0.130
H 1.395 0.854 -1.632  0.099
H 1.906 -0.694 -2.148  0.130
H 2.359 0.619 -3.996  0.152
H -0.411 1.637 -4.460  0.127
H 1.106 2.160 -5.065  0.121
H 1.793 2.934 -2.846  0.119
H 0.222 2.577 -2.252  0.077
H -0.800 4.108 -3.974  0.086
H 0.799 4.553 -4.467  0.073
H -2.774 3.733 -0.449  0.122
H -2.078 4.100 1.133  0.114
H -1.357 1.625 -0.328  0.109
H -2.699 1.685 0.850  0.117
H 0.936 1.692 0.526  0.107
H 1.077 2.533 2.031  0.107
H 1.322 3.706 -0.278  0.108
H 0.585 4.616 1.049  0.128
C 5.008 1.011 1.942  -0.061
C 4.369 2.281 2.482  -0.491
C 5.133 2.816 3.683  -0.061
O 3.014 2.016 2.849  -0.071
H 5.002 0.225 2.700  0.083
H 4.446 0.633 1.085  0.074
H 6.039 1.188 1.632  0.081
H 4.341 3.041 1.698  0.138
H 5.132 2.084 4.495  0.083
H 4.659 3.720 4.065  0.080
H 6.167 3.046 3.424  0.081
H 3.027 1.344 3.542  0.099
C -0.481 -4.560 -2.729  -0.062
C 0.717 -5.217 -3.398  -0.496
C 2.019 -4.781 -2.742  -0.064
O 0.740 -4.881 -4.783  -0.064
H -0.422 -3.473 -2.820  0.046
H -1.408 -4.871 -3.211  0.081
H -0.537 -4.817 -1.669  0.075
H 0.622 -6.302 -3.338  0.135
H 2.151 -3.698 -2.834  0.065
H 2.871 -5.250 -3.234  0.077
H 2.039 -5.045 -1.683  0.076
H 0.824 -3.923 -4.860  0.033
C -5.284 -2.286 2.290  -0.049
C -4.373 -1.168 1.805  -0.442
C -3.118 -1.068 2.656  -0.164
O -5.077 0.076 1.838  -0.048
H -5.608 -2.100 3.317  0.088
H -6.182 -2.340 1.675  0.083
H -4.778 -3.252 2.254  0.076
H -4.097 -1.346 0.766  0.150
H -3.369 -0.843 3.697  0.127
H -2.481 -0.257 2.300  0.091
H -2.546 -1.996 2.631  -0.025
H -5.328 0.248 2.751  0.086
C -2.122 -3.499 3.437  -0.060
C -0.960 -2.549 3.194  -0.460
C -1.024 -1.941 1.803  -0.096
O 0.282 -3.246 3.360  -0.040
H -2.096 -4.327 2.723  0.102
H -2.060 -3.933 4.435  0.098
H -3.079 -2.985 3.338  0.038
H -0.975 -1.754 3.943  0.154
H -0.966 -2.714 1.031  0.096
H -0.185 -1.270 1.644  0.094
H -1.947 -1.379 1.661  0.001
H 0.313 -3.950 2.706  0.085



Formula: C24H50BBrCl2N2O9
Source: OMol25
Level of theory: ωB97M-V/def2-TZVPD

The value obtained for the total energy is -5250.36066 Ha. Its SMILES is COB(O)[C@@]1(CCCCN)C(=O)N[C@H](Br)[C@H]1/C(Cl)=C(/C)Cl.COCCOC.COCCOC.COCCOC. Its maximum force is 0.93 eV Å⁻¹. As for the net charge: 0.

Each line ends with the Löwdin charge.
Geometry (Å):
C 3.133 -3.914 0.632  -0.060
O 2.771 -2.649 1.164  0.046
B 2.425 -1.562 0.417  -0.619
O 2.835 -0.346 0.898  0.167
C 1.426 -1.662 -0.857  -0.165
C 0.328 -2.775 -0.638  -0.097
C -1.022 -2.341 -0.048  -0.170
C -2.136 -1.975 -1.026  -0.189
C -2.886 -3.169 -1.651  -0.269
N -2.106 -4.411 -1.681  -0.002
C 0.702 -0.357 -1.104  -0.431
O 0.310 0.454 -0.303  0.101
N 0.534 -0.188 -2.486  0.074
C 1.194 -1.190 -3.249  -0.641
Br -0.027 -2.388 -4.218  0.741
C 2.124 -1.910 -2.226  -0.299
C 3.525 -1.392 -2.353  -0.603
Cl 3.700 0.341 -2.207  0.825
C 4.620 -2.105 -2.597  -0.690
C 6.016 -1.599 -2.752  -0.121
Cl 4.492 -3.837 -2.741  0.735
H 2.820 -4.035 -0.406  0.060
H 4.220 -3.998 0.679  0.097
H 2.686 -4.706 1.231  0.099
H 3.311 0.211 0.276  0.062
H 0.732 -3.509 0.049  0.102
H 0.166 -3.299 -1.577  0.066
H -1.381 -3.181 0.551  0.116
H -0.873 -1.517 0.652  0.101
H -2.866 -1.384 -0.470  0.094
H -1.775 -1.323 -1.825  0.081
H -3.784 -3.365 -1.062  0.108
H -3.223 -2.875 -2.652  0.098
H -1.481 -4.426 -2.478  0.027
H -2.723 -5.208 -1.769  0.064
H -0.343 0.215 -2.796  0.098
H 1.785 -0.757 -4.053  0.081
H 2.156 -2.973 -2.444  0.088
H 6.534 -2.169 -3.520  0.074
H 6.566 -1.728 -1.818  0.094
H 6.023 -0.548 -3.031  0.053
C 0.696 1.550 5.457  -0.116
O 0.358 0.475 4.606  -0.199
C 1.420 0.062 3.753  -0.191
C 2.116 -1.175 4.271  -0.191
O 2.773 -0.941 5.510  -0.185
C 2.046 -1.391 6.634  -0.119
H -0.102 1.643 6.193  0.087
H 1.642 1.373 5.976  0.083
H 0.770 2.489 4.898  0.088
H 2.145 0.871 3.625  0.132
H 0.988 -0.149 2.771  0.116
H 2.870 -1.485 3.545  0.116
H 1.390 -1.989 4.378  0.131
H 2.056 -2.485 6.700  0.087
H 1.008 -1.050 6.608  0.082
H 2.534 -0.984 7.519  0.088
C -4.238 4.086 1.287  -0.115
O -3.217 3.886 2.242  -0.189
C -3.533 2.911 3.224  -0.201
C -2.902 1.568 2.928  -0.197
O -3.420 0.987 1.742  -0.178
C -2.577 1.177 0.619  -0.119
H -3.815 4.691 0.486  0.082
H -4.595 3.140 0.872  0.084
H -5.088 4.626 1.722  0.088
H -4.620 2.799 3.309  0.125
H -3.153 3.276 4.183  0.124
H -3.118 0.886 3.756  0.128
H -1.815 1.672 2.865  0.124
H -1.678 0.565 0.674  0.057
H -2.281 2.224 0.508  0.082
H -3.145 0.872 -0.262  0.092
C -2.325 4.855 -4.405  -0.113
O -1.327 4.803 -3.406  -0.185
C -1.651 3.957 -2.315  -0.196
C -0.969 2.613 -2.407  -0.198
O -1.411 1.844 -3.521  -0.205
C -0.534 1.898 -4.631  -0.101
H -1.891 5.357 -5.268  0.089
H -2.655 3.855 -4.700  0.083
H -3.195 5.428 -4.065  0.089
H -2.736 3.815 -2.252  0.127
H -1.321 4.453 -1.397  0.131
H -1.192 2.041 -1.504  0.092
H 0.117 2.741 -2.450  0.136
H 0.385 1.331 -4.438  0.073
H -0.264 2.927 -4.878  0.090
H -1.054 1.450 -5.477  0.097



Formula: C24H50Br17GaNO4
Source: OMol25
Level of theory: ωB97M-V/def2-TZVPD

The value obtained for the total energy is -46983.11822 Ha. Its maximum force is 5.12 eV Å⁻¹. As for the net charge: -1.

Each line ends with the Löwdin charge.
Geometry (Å):
C 0.699 1.238 0.038  -0.146
C -0.398 1.223 1.264  -0.262
C -1.915 1.195 0.632  -0.380
C -2.859 0.243 1.582  -0.243
Ga -3.424 -1.555 0.643  0.149
Br -3.686 -1.119 -1.748  0.128
O -2.232 -2.998 1.032  -0.325
C -1.029 -2.932 0.184  -0.266
C 0.298 -3.362 1.094  -0.152
O 1.148 -2.158 1.156  -0.251
C 2.482 -2.396 0.562  -0.258
C 3.488 -1.266 1.276  -0.151
O -5.137 -1.995 1.433  -0.256
N -6.052 -2.110 0.418  -0.137
O -6.701 -1.061 0.496  -0.105
H 0.805 0.154 -0.447  0.079
H 1.718 1.623 0.484  0.048
H 0.300 1.926 -0.852  0.084
H -0.252 0.305 2.005  0.105
H -0.278 2.205 1.908  0.101
H -1.874 0.839 -0.500  0.042
H -2.293 2.319 0.593  0.050
H -2.365 0.051 2.648  0.065
H -3.852 0.866 1.800  0.057
H -1.072 -3.651 -0.739  0.114
H -0.853 -1.819 -0.202  0.104
H -0.093 -3.541 2.207  0.139
H 0.852 -4.312 0.693  0.117
H 2.910 -3.474 0.806  0.107
H 2.484 -2.182 -0.612  0.086
H 3.164 -1.269 2.424  0.016
H 3.144 -0.231 0.828  0.029
H 4.624 -1.506 1.119  0.069
Br 4.380 -2.171 4.696  0.653
C 4.911 -0.653 5.799  -0.680
C 4.081 0.570 5.481  -0.725
Br 4.668 1.407 3.820  0.651
H 5.982 -0.504 5.643  0.050
H 4.740 -0.978 6.830  0.056
H 4.216 1.337 6.249  0.047
H 3.015 0.355 5.371  -0.063
Br 2.820 -3.683 -4.451  0.615
C 4.572 -3.970 -3.645  -0.700
C 4.605 -3.477 -2.218  -0.710
Br 4.749 -1.533 -2.147  0.648
H 5.305 -3.480 -4.292  0.052
H 4.728 -5.052 -3.683  0.033
H 5.497 -3.846 -1.702  0.018
H 3.718 -3.753 -1.642  0.033
Br 5.558 5.275 -1.550  0.587
C 4.395 4.581 -0.147  -0.693
C 5.074 3.477 0.630  -0.698
Br 5.075 1.805 -0.376  0.606
H 3.466 4.264 -0.630  0.055
H 4.188 5.437 0.501  0.058
H 4.522 3.255 1.548  0.007
H 6.114 3.699 0.881  0.053
Br 0.780 0.893 6.185  0.702
C 1.311 2.411 7.289  -0.673
C 0.481 3.634 6.971  -0.694
Br 1.068 4.472 5.309  0.602
H 2.382 2.561 7.133  0.040
H 1.140 2.087 8.319  0.059
H 0.616 4.401 7.738  0.055
H -0.585 3.419 6.861  0.056
Br -4.229 2.338 -1.209  0.675
C -6.148 2.213 -0.888  -0.658
C -6.714 3.539 -0.435  -0.738
Br -6.293 3.881 1.439  0.590
H -6.300 1.406 -0.166  0.042
H -6.578 1.919 -1.850  0.034
H -7.807 3.529 -0.483  0.039
H -6.337 4.390 -1.008  0.033
Br -7.854 2.200 -6.846  0.562
C -7.848 1.564 -5.002  -0.686
C -8.841 2.328 -4.158  -0.675
Br -8.155 4.092 -3.686  0.630
H -6.819 1.641 -4.641  0.023
H -8.128 0.508 -5.065  0.065
H -9.004 1.822 -3.201  0.060
H -9.804 2.481 -4.651  0.050
Br -3.956 0.686 -5.731  0.622
C -3.328 1.984 -7.044  -0.692
C -3.216 3.364 -6.438  -0.684
Br -4.969 4.200 -6.258  0.576
H -4.015 1.938 -7.893  0.050
H -2.345 1.619 -7.357  0.055
H -2.649 4.029 -7.096  0.054
H -2.757 3.366 -5.445  0.056
Br 5.718 -5.490 0.850  0.631
C 6.032 -7.161 -0.105  -0.684
C 5.410 -7.128 -1.482  -0.693
Br 3.479 -7.393 -1.391  0.621
H 5.647 -7.966 0.526  0.053
H 7.120 -7.248 -0.175  0.057
H 5.782 -7.956 -2.092  0.060
H 5.578 -6.187 -2.013  0.019



- The highest maximum force belongs to which entry?
  C24H50Br17GaNO4



- Which value of maximum force does entry 5 give?
  5.12 eV Å⁻¹



- The highest maximum force belongs to which entry?
  C24H50Br17GaNO4